No. 1
A structure of composition C34H42N6O4S3SiTa, computed with wB97M-V/def2-TZVPD.

XYZ file:
```
91
Properties=species:S:1:pos:R:3:forces:R:3:mulliken_charge:R:1
Ta 12.8631 12.0234 9.5356 0.44 0.84 -1.81 1.18
C 11.0004 10.9859 13.1368 0.39 0.78 0.89 -0.82
N 10.4235 11.9384 12.2154 -0.90 1.12 -0.58 0.54
C 8.9149 11.9458 12.3269 1.29 -1.02 -1.07 -0.47
C 10.9323 13.3486 12.3068 -0.49 -1.40 -0.93 0.06
C 12.4203 13.4192 12.3334 2.17 0.51 -0.54 0.64
C 13.0640 13.9735 13.4190 -0.71 1.06 1.49 -0.58
C 14.4322 14.2362 13.4965 -0.18 -0.69 -1.03 -0.87
C 15.2889 13.7893 12.5011 -0.82 -0.40 -0.35 -0.96
C 14.6994 13.1506 11.3889 0.48 1.00 1.22 -0.86
C 13.3270 13.0711 11.2737 -2.18 -0.52 0.83 1.47
H 10.7703 11.3076 14.1829 0.35 -0.34 -0.22 0.34
H 12.1062 10.9527 12.9927 -0.85 -0.22 0.23 0.21
H 10.5214 10.0179 12.9833 0.30 -0.01 -0.11 0.11
H 8.5834 12.3964 13.2691 -0.04 0.26 -0.11 0.33
H 8.6371 10.8529 12.3563 -0.09 1.49 -0.25 -0.30
H 8.5046 12.4672 11.4118 0.20 -0.53 1.16 0.18
H 10.5483 13.9166 13.1540 -0.21 -0.14 0.30 0.75
H 10.5376 13.8064 11.3827 0.22 0.03 0.74 -1.03
H 12.4739 14.3362 14.2896 0.24 -0.37 -0.73 0.32
H 14.7772 14.8093 14.3183 0.46 0.23 0.71 0.46
H 16.3548 13.9065 12.5766 0.21 0.11 -0.04 0.46
H 15.3346 12.7962 10.5954 0.30 -0.12 -0.18 0.36
O 9.5809 15.3637 9.5529 0.51 -0.68 -0.98 -0.71
C 9.2256 14.9767 8.2823 -0.51 1.09 -0.37 0.55
C 8.4508 15.8992 7.5286 -0.59 -0.38 -0.66 -0.73
C 7.8699 15.4964 6.2912 1.29 0.24 1.35 -0.51
C 8.2280 14.2588 5.7273 -0.45 -0.35 0.49 -0.79
C 8.9735 13.3335 6.4501 0.07 2.06 0.44 -0.67
C 9.5504 13.7457 7.7053 -0.81 -0.76 -1.17 0.35
C 10.5023 12.8127 8.2617 -0.18 -1.84 -1.06 0.37
O 11.1726 13.1371 9.3536 0.77 -0.93 -0.08 0.20
N 10.6725 11.6566 7.6224 -1.63 1.70 -0.40 -0.21
N 11.4914 10.7802 8.1991 1.83 -4.48 2.70 0.41
C 11.1539 9.4033 8.0708 -0.53 4.67 0.46 -0.24
S 11.7537 8.0123 8.9143 0.99 0.81 0.07 0.01
C 10.3080 6.9883 8.6784 -1.24 -0.47 1.70 -0.38
C 9.5533 7.4340 7.4799 -0.80 -1.50 -2.29 -0.63
S 9.7088 9.2014 7.1969 -0.83 -0.06 -0.18 0.04
H 10.2496 14.7150 9.8539 -0.31 0.46 -0.04 0.02
H 8.3283 16.9303 7.9141 -0.19 -0.93 -0.10 0.43
H 7.1498 16.1299 5.7669 0.54 0.03 0.17 0.40
H 7.8614 14.0460 4.7293 -0.08 -0.30 0.17 0.43
H 9.1803 12.3425 6.0804 0.13 0.12 -0.10 0.42
H 9.5819 7.0715 9.5298 1.10 0.10 -0.16 0.07
H 10.6626 5.9447 8.6471 -0.21 0.44 -0.22 0.42
H 8.4718 7.0909 7.4843 1.15 0.84 0.36 0.43
H 9.9493 6.9183 6.5899 0.04 0.31 0.11 0.32
O 13.4168 10.5179 10.7701 0.26 -2.16 -0.19 -0.31
N 14.1765 9.4751 10.4278 0.07 3.03 -1.71 -0.82
N 14.7643 9.7682 9.3111 -1.87 0.59 1.20 1.09
O 14.5260 10.9437 8.6338 -0.48 -1.99 2.00 -0.33
C 15.6636 8.8405 8.8203 2.43 -1.38 -2.92 0.46
C 16.3901 9.1367 7.6215 -0.43 0.75 1.36 -0.22
C 17.4527 8.3463 7.2140 0.72 -1.15 -0.52 -0.51
C 17.8224 7.1726 7.9297 -1.79 1.88 1.72 -0.50
C 17.0815 6.9076 9.1380 0.45 -0.94 -1.57 -0.65
C 15.9330 7.6220 9.4527 -0.01 0.30 1.29 -0.37
H 16.1789 10.0832 7.1177 0.07 -0.42 0.09 0.25
H 18.0370 8.6352 6.3016 -0.74 -0.31 0.98 0.35
H 18.6770 6.5986 7.6475 0.31 -0.31 -0.09 0.42
H 17.3249 6.0522 9.8040 -0.09 0.60 -0.81 0.33
H 15.3241 7.2634 10.3021 0.47 0.50 -0.49 0.37
S 8.1870 8.5656 12.1375 -0.26 0.00 -0.63 -0.38
C 7.4437 7.8665 13.4475 0.42 -1.35 -0.11 0.33
N 6.2697 7.1605 13.3328 0.59 0.33 1.95 -0.05
C 5.6516 6.5706 14.4187 -0.12 0.40 -1.14 -0.24
C 6.1858 6.5505 15.6499 2.31 0.67 -0.90 -0.67
C 7.5288 7.0580 15.7731 -0.14 0.99 -1.61 -0.28
C 8.1132 7.7205 14.6974 -0.61 0.24 1.54 -0.42
H 5.8251 7.1907 12.4451 -0.41 -0.07 -0.65 0.22
H 4.7150 6.1195 14.1885 -0.60 -0.17 -0.05 0.40
H 5.6883 6.1377 16.4642 -0.79 -0.75 1.11 0.45
H 8.1065 6.9883 16.6752 -0.11 -0.09 0.41 0.41
H 9.0414 8.2973 14.8089 -0.32 -0.69 -0.06 0.31
C 15.0862 15.0138 5.8714 0.22 -0.74 -0.99 -1.19
Si 13.7159 13.8263 6.4881 0.42 1.72 -0.98 0.02
C 13.7618 12.1672 5.6286 -0.67 -0.24 0.98 -0.43
C 12.2492 14.8810 5.8964 -0.32 -1.68 0.20 -1.12
C 13.8520 13.5068 8.3166 0.92 -1.63 0.83 -1.23
H 14.8808 15.1431 4.7661 -0.23 0.41 1.16 0.30
H 16.0702 14.5631 5.7807 0.40 -0.13 0.60 0.39
H 15.1773 15.9736 6.4130 -0.23 -0.43 -0.44 0.30
H 14.1429 12.2030 4.6226 -0.06 -0.02 -0.46 0.53
H 12.7047 11.7941 5.6694 0.88 0.02 -0.27 0.16
H 14.3943 11.4925 6.2303 -0.27 0.11 -0.33 -0.28
H 12.5653 15.5506 5.1294 0.49 0.27 -0.76 0.55
H 11.7365 15.5173 6.5852 -0.42 0.13 0.83 0.32
H 11.5365 14.1654 5.4578 -0.17 0.44 0.08 0.23
H 13.6393 14.3910 8.9156 0.15 0.29 -0.01 0.79
H 14.9083 13.1167 8.5196 -1.04 1.10 -0.46 0.46
```
Forces are in eV/Å.

Computed properties:
ΔE to the lowest compared entry with this formula, charge and spin ... 43.58 kcal/mol
LUMO level ... -3.785 eV
E ... -3491.02628 a.u.
Total charge ... +1

***

No. 2
A structure of composition C34H43BF2GeN3O6Ti, computed with wB97M-V/def2-TZVPD.

XYZ file:
```
91
Properties=species:S:1:pos:R:3:forces:R:3:mulliken_charge:R:1
Ti -0.7436 -0.4694 -0.4428 -0.22 0.30 0.43 -0.85
C 4.0852 1.5792 1.8160 -0.11 0.07 -0.01 -1.42
C 2.8031 2.3824 2.0478 0.19 0.10 0.03 1.67
C 2.6098 2.6305 3.5423 0.11 0.08 -0.03 -1.82
C 2.9329 3.7362 1.3517 0.11 0.05 0.14 -1.90
O 1.6676 1.6651 1.4799 -0.52 -0.30 0.05 -1.32
Ge 1.0002 2.1763 -0.3615 -0.09 -0.14 -0.30 -0.40
O 1.1547 0.4160 -1.0426 0.10 -0.01 0.02 1.75
C 2.3415 -0.0768 -1.7025 0.18 0.08 -0.08 1.76
C 3.2428 1.1024 -2.0733 -0.02 -0.02 0.06 -1.83
C 1.9540 -0.7868 -3.0002 0.00 0.09 0.14 -1.57
C 3.0683 -1.0260 -0.7483 -0.08 0.07 0.00 -1.35
O -0.8025 1.6369 -0.1846 -0.02 -0.02 0.22 1.24
C -1.9374 2.4551 0.1746 -0.14 0.17 -0.12 1.09
C -2.3483 2.1575 1.6105 0.06 -0.04 -0.07 -1.45
C -3.0786 2.1163 -0.7829 0.10 0.01 0.02 -1.56
C -1.5533 3.9252 0.0276 -0.01 -0.06 0.05 -1.93
H 4.9295 2.1133 2.2576 0.00 0.01 0.00 0.47
H 4.2817 1.4606 0.7495 -0.01 -0.03 0.04 0.21
H 4.0058 0.5988 2.2754 0.01 -0.05 0.01 0.15
H 3.4694 3.2058 3.8922 0.02 0.02 0.02 0.49
H 2.5595 1.7015 4.1022 0.00 0.02 0.01 0.26
H 1.7032 3.2030 3.7320 0.01 -0.02 0.00 0.36
H 3.7445 4.2793 1.8381 0.01 0.06 0.00 0.49
H 2.0173 4.3231 1.4516 0.01 -0.02 -0.03 0.36
H 3.1778 3.6430 0.2937 0.00 0.03 0.04 0.45
H 2.6974 1.8063 -2.7055 0.03 0.02 -0.01 0.29
H 4.1065 0.7362 -2.6304 0.01 0.00 0.00 0.53
H 3.6129 1.6291 -1.1889 0.00 0.00 -0.07 0.25
H 1.5607 -0.0734 -3.7245 -0.03 -0.03 -0.02 0.27
H 1.2037 -1.5466 -2.8054 -0.09 -0.07 -0.01 -0.08
H 2.8369 -1.2676 -3.4294 0.02 0.01 0.04 0.54
H 3.0748 -0.6106 0.2604 0.03 0.00 -0.02 0.02
H 4.0991 -1.1825 -1.0756 -0.01 -0.02 -0.03 0.50
H 2.5560 -1.9848 -0.7150 -0.02 -0.03 0.05 0.05
H -2.6843 1.1238 1.6933 -0.01 -0.03 0.04 0.11
H -3.1671 2.8189 1.9010 -0.03 0.00 -0.01 0.54
H -1.5132 2.3027 2.2947 0.02 -0.01 0.03 0.14
H -3.3406 1.0619 -0.6999 -0.02 0.00 -0.03 0.16
H -2.7936 2.3244 -1.8153 -0.01 -0.03 0.00 0.28
H -3.9572 2.7148 -0.5326 0.01 0.01 0.02 0.56
H -0.7810 4.2011 0.7516 0.00 0.02 -0.03 0.35
H -2.4290 4.5482 0.2133 0.00 0.01 0.02 0.48
H -1.1901 4.1346 -0.9805 0.01 0.02 0.00 0.35
O -3.8190 -2.7049 -1.1810 -0.04 -0.03 0.02 -0.84
C -2.9526 -1.8340 -1.2868 -0.01 -0.01 -0.63 0.14
O -2.4009 -1.2447 -0.1987 -0.56 -0.08 0.06 -0.36
C -2.3225 -1.3665 -2.4861 0.00 0.31 0.34 -0.20
C -2.5513 -1.9114 -3.7493 0.00 -0.13 -0.24 -0.50
C -1.9525 -1.4097 -4.8674 -0.02 -0.07 0.07 -1.86
C -1.2301 -0.1633 -4.7545 0.04 0.04 0.08 1.51
C -0.7280 0.5090 -5.8721 -0.03 -0.02 0.10 -0.59
C -0.1019 1.7434 -5.7666 0.02 0.02 -0.01 -0.82
C -0.0053 2.3476 -4.5235 0.02 0.04 -0.03 -0.72
C -0.4926 1.6964 -3.3969 -0.09 -0.09 0.04 0.74
C -1.0552 0.4198 -3.4644 0.01 0.05 -0.30 -0.86
N -1.3982 -0.2809 -2.3115 0.08 -0.30 0.45 2.27
H -3.2187 -2.7665 -3.7944 -0.01 0.02 -0.01 0.53
H -2.1052 -1.8482 -5.8454 -0.01 0.00 0.00 0.33
H -0.8481 0.0451 -6.8453 0.00 -0.01 -0.01 0.37
H 0.2820 2.2386 -6.6504 0.00 0.00 0.00 0.35
H 0.4435 3.3289 -4.4209 0.00 0.00 0.00 0.46
H -0.4491 2.1883 -2.4389 -0.02 0.00 -0.02 -0.21
N -0.0726 -0.2307 1.5754 0.75 0.63 -0.43 1.05
C -0.8720 -1.0269 2.1840 0.17 -0.35 -0.31 -1.04
C -0.8438 -1.2974 3.6247 -0.14 0.03 -0.02 -0.03
C -1.9116 -0.8646 4.4226 -0.08 -0.06 0.10 -0.15
C -2.0031 -1.2323 5.7524 0.11 -0.06 -0.11 -0.66
C -1.0534 -2.0832 6.3124 -0.02 -0.02 0.14 -0.49
C -0.0001 -2.5363 5.5313 -0.05 0.13 -0.05 -0.99
C 0.1185 -2.1336 4.2077 -0.06 -0.05 0.00 -0.24
H -2.6806 -0.2450 3.9761 0.02 0.02 -0.01 0.35
H -2.8288 -0.8728 6.3544 -0.02 0.02 0.01 0.39
H -1.1350 -2.3852 7.3496 0.00 -0.01 0.00 0.38
H 0.7508 -3.1875 5.9629 0.02 -0.01 0.00 0.38
H 0.9742 -2.4469 3.6237 0.01 -0.02 -0.04 0.46
F 1.9806 -0.2415 2.8495 0.00 0.00 0.01 -0.34
B 0.9463 0.5766 2.3637 0.19 0.10 0.14 1.82
F 0.3259 1.2629 3.4130 0.00 0.01 -0.05 -0.39
O 0.1787 -2.2422 -0.7528 -0.11 -0.49 0.21 -0.13
N -0.5230 -3.3513 -0.4873 0.10 -0.28 0.10 -0.03
C -1.0570 -4.0454 -1.5093 0.16 0.35 -0.10 -0.12
C -1.8272 -5.1539 -1.2562 -0.19 -0.23 0.07 -1.07
C -2.0375 -5.5655 0.0518 0.14 0.19 -0.16 -0.21
C -1.4345 -4.8567 1.0767 -0.06 -0.06 0.10 -1.05
C -0.6724 -3.7453 0.7890 0.00 0.09 -0.17 -0.27
H -0.8548 -3.6376 -2.4880 -0.02 0.00 0.01 0.74
H -2.2894 -5.6698 -2.0848 0.04 0.04 -0.03 0.42
H -2.6619 -6.4215 0.2639 -0.01 0.00 0.01 0.39
H -1.5722 -5.1356 2.1114 0.04 0.04 0.01 0.49
H -0.2149 -3.1024 1.5212 0.02 -0.03 0.02 0.93
```
Forces are in eV/Å.

Computed properties:
LUMO level ... 2.375 eV
E ... -5088.38882 a.u.
Total charge ... -1

***

The highest total charge belongs to which entry? C34H42N6O4S3SiTa